9
Properties=species:S:1:pos:R:3:forces:R:3 method="wB97M-V/def2-TZVPD" spin_multiplicity=1 e_tot_ha=-2766.08998 homo_lumo_gap_ha=0.2811 e_homo_ev=-10.02
C -0.86720 1.30273 -1.37926 0.44 -0.52 -0.21
C -0.89737 1.93253 -2.49219 -0.13 0.09 0.17
C 0.67653 -0.77895 1.21260 -2.97 -1.22 -0.90
C 0.58223 0.29389 0.42725 0.80 -1.61 -0.84
C -0.41106 0.37220 -0.58416 -1.83 -0.97 -0.46
Br -1.79724 -1.60422 -0.68773 1.35 1.99 0.04
H 1.23276 -0.71895 2.06734 2.11 -0.22 1.78
H -0.01201 -1.67339 1.10640 0.79 1.42 0.16
H 1.49336 0.87413 0.32974 -0.56 1.05 0.27